{
  "formula": "C5H10O",
  "method": "ωB97M-V with the def2-TZVPD basis set",
  "species": ["C", "C", "C", "C", "C", "O", "H", "H", "H", "H", "H", "H", "H", "H", "H", "H"],
  "coordinates": [[-1.60730, -0.29519, 0.78268], [-0.93626, 0.42721, -0.36549], [0.01537, 1.55211, -0.07291], [0.53698, 0.27859, -0.67736], [1.46930, -0.63445, 0.08957], [1.90785, -1.73009, -0.69227], [-1.84824, -1.33533, 0.53274], [-0.97797, -0.30347, 1.67939], [-2.54248, 0.20882, 1.05202], [-1.57726, 0.56083, -1.23550], [0.00377, 2.44569, -0.69001], [0.24460, 1.74066, 0.97501], [0.80705, 0.33431, -1.73031], [2.38147, -0.09781, 0.36920], [0.99547, -0.97369, 1.02431], [1.12763, -2.17819, -1.04105]],
  "lowdin_charge": [-0.078, -0.305, -0.090, -0.246, -0.243, -0.064, 0.077, 0.070, 0.077, 0.129, 0.100, 0.110, 0.139, 0.124, 0.112, 0.088],
  "multiplicity": 1,
  "e_lumo_ha": 0.037,
  "homo_energy_ev": -10.044,
  "e_above_lowest_kcal_mol": 26.60
}